1.
DFT (ωB97M-V/def2-TZVPD) results for a molecular structure, C19H52CdN3O9 at a distorted geometry.

Energy above the lowest of the compared OMol25 structures with the same formula, charge and spin in kcal/mol: 67.1
HOMO-LUMO gap in eV: 6.64
Total charge: +1
M in g mol⁻¹: 579.05
Total energy in eV: -47994.89499
F_max in Eh/bohr: 0.065

Structure (XYZ):
```
84
C19H52CdN3O9, DFT ωB97M-V/def2-TZVPD
Cd -0.704 -2.969 0.384
C -2.551 -0.366 1.427
O -2.198 -1.528 0.823
H -1.912 0.437 1.795
H -2.990 0.372 0.755
H -3.381 -0.446 2.128
C 4.421 -5.172 -2.175
O 3.032 -5.086 -1.712
C 2.596 -5.852 -0.675
C 1.238 -5.341 -0.139
N 1.219 -3.856 -0.069
C 2.096 -3.353 0.973
C 1.557 -3.476 2.436
O 0.314 -2.652 2.284
C -0.088 -2.233 3.567
H 5.267 -5.195 -1.489
H 4.640 -4.473 -2.983
H 4.506 -6.180 -2.581
H 3.336 -5.747 0.118
H 2.480 -6.922 -0.846
H 0.919 -5.791 0.802
H 0.444 -5.521 -0.864
H 1.714 -3.726 -0.939
H 2.252 -2.284 0.827
H 3.128 -3.703 0.996
H 2.278 -3.092 3.158
H 1.182 -4.447 2.760
H -0.281 -3.064 4.247
H -1.077 -1.775 3.539
H 0.445 -1.411 4.044
C -2.687 6.959 1.761
O -2.691 5.829 0.864
C -2.042 4.712 1.500
C -2.111 3.412 0.642
N -1.717 3.599 -0.780
C -2.299 2.569 -1.684
C -3.793 2.982 -1.996
O -4.557 1.959 -2.532
C -4.939 0.877 -1.690
H -3.412 7.012 2.573
H -2.758 7.861 1.153
H -1.764 7.157 2.305
H -2.351 4.531 2.529
H -0.970 4.907 1.518
H -3.151 3.087 0.674
H -1.513 2.592 1.040
H -2.067 4.544 -0.851
H -2.117 1.636 -1.150
H -1.672 2.375 -2.554
H -3.755 3.741 -2.778
H -4.324 3.410 -1.146
H -5.722 0.244 -2.109
H -5.288 1.279 -0.738
H -4.158 0.146 -1.482
C 1.118 2.322 -5.119
O 2.101 1.810 -4.190
C 1.501 1.409 -2.947
C 2.647 0.922 -2.070
N 2.380 0.577 -0.694
C 2.171 1.757 0.185
C 1.868 1.141 1.576
O 3.020 0.366 2.007
C 3.050 0.135 3.460
H 0.480 3.182 -4.915
H 0.479 1.535 -5.520
H 1.735 2.646 -5.957
H 0.939 0.479 -3.037
H 0.890 2.075 -2.338
H 3.477 1.627 -2.108
H 2.960 -0.060 -2.426
H 3.162 0.112 -0.254
H 1.425 2.517 -0.044
H 3.156 2.209 0.304
H 0.966 0.531 1.635
H 1.650 1.973 2.246
H 3.198 1.099 3.947
H 3.820 -0.582 3.743
H 2.119 -0.254 3.872
O -4.748 -3.219 1.005
H -4.031 -2.588 1.073
H -4.351 -4.058 1.239
O 0.159 -1.120 -0.780
H 1.007 -0.750 -0.532
H -0.373 -0.361 -1.019
```

***

2.
DFT (ωB97M-V/def2-TZVPD) results for 7 unconnected molecules or ions with the total composition C19H52N3O12 at a distorted geometry.

HOMO-LUMO gap in eV: 7.42
Total charge: -1
M in g mol⁻¹: 514.63
Total energy in eV: -49584.87699
F_max in Eh/bohr: 0.044

Structure (XYZ):
```
86
C19H52N3O12, DFT ωB97M-V/def2-TZVPD
O -2.609 2.171 0.870
C -3.048 3.435 0.505
O -2.742 3.782 -0.686
O -3.738 4.073 1.287
H -2.216 1.891 0.036
C 0.611 2.139 -1.393
O 1.401 1.024 -1.792
C 2.744 1.363 -1.969
C 3.459 0.172 -2.604
N 3.247 -1.013 -1.792
C 3.343 -2.254 -2.580
C 3.020 -3.442 -1.714
O 1.634 -3.665 -1.751
C 1.251 -4.921 -1.264
H -0.407 1.948 -1.749
H 0.916 3.116 -1.754
H 0.458 2.060 -0.311
H 3.223 1.652 -1.023
H 2.849 2.209 -2.662
H 4.528 0.382 -2.676
H 3.031 0.076 -3.614
H 2.269 -0.967 -1.511
H 4.319 -2.311 -3.068
H 2.635 -2.229 -3.426
H 3.406 -3.274 -0.699
H 3.558 -4.349 -2.049
H 1.604 -5.685 -1.977
H 0.169 -5.021 -1.270
H 1.627 -5.125 -0.257
C -3.243 0.332 -1.852
O -2.675 -0.804 -1.211
C -2.049 -1.692 -2.116
C -1.908 -3.035 -1.451
N -3.163 -3.771 -1.515
C -3.214 -5.010 -0.782
C -4.324 -5.924 -1.293
O -3.927 -6.605 -2.450
C -4.598 -7.835 -2.627
H -2.481 0.971 -2.302
H -3.858 0.863 -1.129
H -3.955 -0.008 -2.619
H -1.047 -1.365 -2.432
H -2.649 -1.761 -3.031
H -1.509 -2.967 -0.428
H -1.176 -3.620 -2.014
H -3.967 -3.197 -1.302
H -3.408 -4.846 0.291
H -2.282 -5.569 -0.881
H -5.250 -5.341 -1.405
H -4.520 -6.656 -0.489
H -5.681 -7.709 -2.544
H -4.233 -8.563 -1.891
H -4.333 -8.202 -3.616
C 6.082 1.763 6.363
O 5.083 1.565 5.395
C 4.229 2.681 5.252
C 2.976 2.274 4.479
N 1.842 3.133 4.640
C 1.884 4.480 4.057
C 1.603 4.458 2.572
O 0.243 4.640 2.356
C -0.119 4.831 0.990
H 6.524 2.763 6.301
H 6.863 1.022 6.192
H 5.672 1.584 7.365
H 4.800 3.490 4.760
H 3.944 3.096 6.231
H 2.734 1.307 4.950
H 3.159 1.984 3.444
H 1.593 3.200 5.616
H 2.816 5.023 4.259
H 1.023 4.979 4.500
H 1.989 3.538 2.093
H 2.194 5.242 2.054
H 0.642 5.453 0.501
H -1.078 5.340 1.021
H -0.243 3.881 0.476
O -1.690 3.466 -3.303
H -2.400 2.947 -3.689
H -2.064 3.776 -2.460
O -4.183 5.937 -1.783
H -3.983 6.261 -2.665
H -3.643 5.130 -1.685
O -3.168 -1.235 1.599
H -2.623 -1.038 0.826
H -3.791 -1.891 1.274
```

***

3.
DFT (ωB97M-V/def2-TZVPD) results for 5 unconnected molecules or ions with the total composition C19H52N4O5 at a distorted geometry.

2S+1: 2
HOMO-LUMO gap (alpha / beta) in eV: 1.68 / 9.15
<S²>: 0.75
Total charge: -1
M in g mol⁻¹: 416.65
Total energy in eV: -36738.65836
F_max in Eh/bohr: 0.076

Structure (XYZ):
```
80
C19H52N4O5, DFT ωB97M-V/def2-TZVPD
C 10.196 17.158 9.602
C 11.335 16.943 10.472
C 11.689 18.045 11.474
O 10.993 15.825 11.197
H 10.463 18.014 8.983
H 9.399 17.464 10.281
H 9.802 16.353 8.981
H 12.194 16.741 9.832
H 11.976 18.972 10.978
H 12.561 17.766 12.066
H 10.771 18.360 11.969
H 10.197 16.016 11.699
C 12.287 11.706 10.151
C 12.336 13.011 9.346
C 10.921 13.654 9.010
O 10.191 12.710 8.227
C 8.863 13.159 8.064
N 13.218 13.854 10.072
H 11.679 11.750 11.054
H 13.288 11.364 10.413
H 11.824 10.897 9.585
H 12.758 12.631 8.415
H 11.074 14.519 8.364
H 10.392 13.881 9.936
H 8.664 14.113 7.576
H 8.217 12.970 8.921
H 8.480 12.444 7.335
H 12.688 14.137 10.884
H 13.382 14.711 9.563
C 13.991 15.443 12.661
C 14.530 16.307 13.829
C 14.279 15.606 15.256
O 12.895 15.421 15.406
C 12.435 14.991 16.763
N 15.999 16.350 13.574
H 12.974 15.071 12.788
H 14.443 14.484 12.408
H 14.056 15.939 11.693
H 14.052 17.286 13.880
H 14.618 16.268 16.052
H 14.775 14.636 15.264
H 12.504 15.881 17.388
H 13.041 14.250 17.284
H 11.391 14.680 16.798
H 16.280 16.960 12.819
H 16.445 16.500 14.468
C 5.501 17.489 12.964
C 6.870 16.886 12.749
C 7.638 16.289 13.847
O 8.875 15.891 13.346
C 9.857 15.846 14.383
N 6.622 15.977 11.625
H 5.553 18.269 13.724
H 4.777 16.829 13.441
H 5.159 18.144 12.162
H 7.512 17.680 12.367
H 7.064 15.462 14.265
H 7.734 17.073 14.598
H 10.796 15.481 13.966
H 9.472 15.210 15.179
H 9.880 16.879 14.729
H 6.470 16.420 10.730
H 7.438 15.398 11.483
C 10.699 19.513 6.409
C 10.583 20.372 5.105
C 9.321 21.218 5.051
O 9.154 21.480 3.715
C 7.921 22.106 3.522
N 11.772 21.283 5.074
H 11.355 18.661 6.231
H 9.759 19.196 6.860
H 11.200 20.023 7.233
H 10.623 19.727 4.227
H 9.385 22.086 5.708
H 8.455 20.680 5.436
H 7.715 22.945 4.187
H 7.166 21.346 3.721
H 7.704 22.306 2.472
H 11.676 21.712 5.984
H 12.590 20.698 5.166
```

***

4.
DFT (ωB97M-V/def2-TZVPD) results for 7 unconnected molecules or ions with the total composition C19H53Cl4N9O8P2 at a distorted geometry.

Energy above the lowest of the compared OMol25 structures with the same formula, charge and spin in kcal/mol: 0.0
HOMO-LUMO gap in eV: 7.47
Total charge: 0
SMILES: CN(C)P(=O)(N(C)C)N(C)C.CN(C)P(=O)(N(C)C)N(C)C.C[N+](=O)[O-].C[N+](=O)[O-].C[N+](=O)[O-].ClCCCl.ClCCCl
M in g mol⁻¹: 739.45
Total energy in eV: -119010.57527
F_max in Eh/bohr: 0.099

Structure (XYZ):
```
95
C19H53Cl4N9O8P2, DFT ωB97M-V/def2-TZVPD
C 20.583 14.310 -11.320
N 21.227 14.830 -12.538
C 22.710 14.859 -12.451
P 20.586 16.089 -13.555
O 20.849 17.514 -13.101
N 21.120 15.696 -15.181
C 21.874 14.502 -15.558
C 21.033 16.794 -16.156
N 18.924 15.599 -13.645
C 17.822 16.232 -12.856
C 18.516 14.253 -14.009
H 21.259 13.583 -10.870
H 19.698 13.697 -11.488
H 20.157 15.188 -10.833
H 23.142 15.259 -13.369
H 23.219 13.983 -12.049
H 22.948 15.612 -11.700
H 22.936 14.561 -15.317
H 21.481 13.605 -15.080
H 21.812 14.408 -16.642
H 21.850 16.630 -16.859
H 20.135 16.658 -16.759
H 21.194 17.781 -15.723
H 17.857 17.321 -12.886
H 16.913 15.855 -13.326
H 17.840 15.936 -11.807
H 17.471 14.156 -14.301
H 18.560 13.483 -13.239
H 19.110 13.845 -14.827
C 19.951 -3.085 -11.300
N 19.715 -1.816 -11.979
C 19.666 -0.644 -11.093
P 20.326 -1.479 -13.638
O 21.739 -0.942 -13.748
N 20.049 -2.999 -14.510
C 20.923 -3.247 -15.588
C 18.872 -3.734 -14.444
N 19.161 -0.484 -14.450
C 17.749 -0.836 -14.525
C 19.441 0.869 -15.084
H 20.961 -3.047 -10.893
H 20.005 -3.981 -11.919
H 19.385 -3.288 -10.390
H 20.632 -0.141 -11.062
H 19.343 -0.964 -10.102
H 18.976 0.148 -11.384
H 20.778 -4.209 -16.080
H 20.770 -2.559 -16.419
H 21.940 -3.027 -15.263
H 19.046 -4.784 -14.681
H 18.516 -3.762 -13.415
H 18.166 -3.574 -15.259
H 17.399 -1.328 -13.618
H 17.108 -0.036 -14.894
H 17.709 -1.695 -15.195
H 19.317 0.941 -16.164
H 20.468 1.177 -14.887
H 18.871 1.680 -14.630
C 14.782 6.505 -15.512
N 14.003 7.453 -14.625
O 13.078 8.065 -15.187
O 14.232 7.564 -13.405
H 14.536 5.490 -15.200
H 15.823 6.817 -15.435
H 14.383 6.748 -16.497
C 18.781 6.453 -8.529
N 19.418 5.544 -9.517
O 18.662 5.289 -10.516
O 20.629 5.178 -9.232
H 19.445 6.387 -7.668
H 17.807 5.999 -8.345
H 18.639 7.411 -9.029
C 22.756 6.682 -14.106
N 23.542 7.053 -15.388
O 23.788 6.053 -16.103
O 23.981 8.199 -15.455
H 22.520 5.622 -14.014
H 21.788 7.071 -14.422
H 23.147 7.110 -13.183
Cl 28.215 -1.996 -18.614
C 27.086 -0.964 -17.845
C 27.787 0.494 -17.709
Cl 27.771 1.309 -19.370
H 26.838 -1.420 -16.887
H 26.134 -0.864 -18.366
H 28.817 0.536 -17.355
H 27.117 1.038 -17.043
Cl 21.154 4.247 -21.599
C 22.602 5.272 -21.663
C 22.166 6.744 -21.448
Cl 21.001 7.006 -20.118
H 23.110 5.023 -22.595
H 23.295 5.070 -20.847
H 21.638 6.954 -22.378
H 23.062 7.357 -21.349
```

***

5.
DFT (ωB97M-V/def2-TZVPD) results for 3 unconnected molecules or ions with the total composition C19H53N8O3P2 at a distorted geometry.

HOMO-LUMO gap in eV: 7.02
Total charge: +1
M in g mol⁻¹: 503.63
Total energy in eV: -57191.05728
F_max in Eh/bohr: 0.162

Structure (XYZ):
```
85
C19H53N8O3P2, DFT ωB97M-V/def2-TZVPD
C -4.591 -2.939 1.795
C -3.576 -4.101 1.440
C -2.798 -3.845 0.075
N -1.907 -2.672 0.316
N -1.680 -1.897 -0.854
C -2.853 -1.072 -1.275
C -2.505 0.079 -2.304
O -1.094 0.355 -2.439
C -0.640 0.457 -1.066
C -0.469 -1.021 -0.555
H -5.646 -3.317 1.840
H -4.377 -2.521 2.817
H -4.526 -2.085 1.074
H -2.770 -4.054 2.229
H -4.015 -5.123 1.492
H -3.516 -3.721 -0.771
H -2.215 -4.787 -0.140
H -0.988 -3.088 0.527
H -1.388 -2.470 -1.666
H -3.569 -1.762 -1.801
H -3.358 -0.725 -0.339
H -3.040 1.014 -1.977
H -2.868 -0.126 -3.346
H -1.383 1.058 -0.476
H 0.371 0.935 -1.039
H -0.415 -0.961 0.570
H 0.478 -1.515 -0.882
O -2.623 6.064 -0.675
P -1.781 5.701 -1.906
N -0.244 5.909 -1.113
C 1.025 6.262 -1.730
C 0.020 4.947 -0.044
N -2.203 7.153 -2.768
C -1.258 8.229 -3.015
C -3.495 7.757 -2.424
N -0.977 5.087 -3.369
C -1.659 5.297 -4.665
C -0.823 3.615 -3.257
H 1.440 5.458 -2.352
H 1.769 6.485 -0.959
H 0.977 7.165 -2.328
H 0.408 3.995 -0.437
H -0.882 4.726 0.529
H 0.755 5.338 0.664
H -0.875 8.665 -2.085
H -1.723 9.030 -3.597
H -0.429 7.893 -3.641
H -3.438 8.338 -1.499
H -4.264 6.993 -2.307
H -3.836 8.421 -3.224
H -2.705 4.982 -4.630
H -1.155 4.735 -5.457
H -1.619 6.334 -4.991
H -1.797 3.116 -3.217
H -0.271 3.338 -2.357
H -0.259 3.213 -4.101
O 1.855 -5.668 1.536
P 2.842 -5.042 2.533
N 1.943 -3.560 2.721
C 2.466 -2.249 3.078
C 0.639 -3.723 3.364
N 4.091 -4.825 1.338
C 4.484 -3.522 0.834
C 4.075 -5.760 0.209
N 3.986 -4.542 3.797
C 5.369 -5.066 3.713
C 3.491 -5.003 5.123
H 2.804 -2.190 4.120
H 1.688 -1.487 2.952
H 3.276 -1.919 2.437
H 0.720 -3.750 4.457
H 0.146 -4.643 3.047
H -0.032 -2.898 3.101
H 3.654 -3.003 0.337
H 5.303 -3.613 0.116
H 4.896 -2.897 1.629
H 3.328 -5.479 -0.541
H 3.864 -6.775 0.545
H 5.053 -5.792 -0.280
H 5.385 -6.150 3.576
H 5.922 -4.826 4.625
H 5.939 -4.606 2.910
H 3.450 -6.094 5.174
H 2.489 -4.623 5.331
H 4.132 -4.639 5.927
```